ORCA calculation (ωB97M-V with the def2-TZVPD basis set) on C41H50N11O2Sr as an isolated structure.

- electronic energy (eV) = -64648.92313
- energy above the lowest of the compared OMol25 structures with the same formula, charge and spin (kJ/mol) = 230.2
- HOMO-LUMO gap (eV) = 5.25

Geometry as ORCA input:
```
! wB97M-V def2-TZVPD RIJCOSX def2/J DEFGRID3
* xyz 1 1
Sr 0.6214 1.1936 -0.9058
C 5.1299 1.2312 -1.1912
C 5.5713 0.6307 -2.3990
C 4.6830 -0.0169 -3.1921
C 3.2956 -0.1429 -2.8195
N 2.8713 0.5392 -1.7013
C 3.7963 1.1623 -0.9303
N 2.5453 -0.9164 -3.5794
C 1.2811 -1.3121 -3.2646
N 0.4404 -0.8215 -2.3339
C -0.6998 -1.5895 -2.3736
N -1.5294 -1.5219 -1.1671
C -2.6542 -0.5986 -1.4097
C -3.8869 -1.0490 -1.8303
C -4.8334 -0.0821 -2.1210
C -4.4995 1.2567 -1.9737
C -3.2279 1.5786 -1.5341
N -2.3006 0.6630 -1.2458
C -0.6212 -2.6323 -3.2982
C -1.4436 -3.6992 -3.7349
C -0.9743 -4.5247 -4.7280
C 0.2860 -4.3239 -5.3302
C 1.0906 -3.2811 -4.9313
C 0.6515 -2.4330 -3.9116
H 5.8046 1.7467 -0.5233
H 6.6150 0.6846 -2.6833
H 4.9818 -0.5009 -4.1110
H 3.4020 1.6531 -0.0357
H -4.0952 -2.1040 -1.9376
H -5.8188 -0.3712 -2.4607
H -5.2097 2.0404 -2.1945
H -2.9297 2.6059 -1.3995
H -2.4526 -3.8481 -3.3563
H -1.5980 -5.3394 -5.0756
H 0.6073 -4.9906 -6.1190
H 2.0565 -3.1031 -5.3868
C 2.9805 4.3318 -1.1797
C 1.5332 4.1901 -0.7628
C 0.5452 4.3641 -1.7487
C 0.9481 4.5890 -3.1890
C -0.8137 4.3949 -1.4015
C -1.8131 4.6886 -2.4985
C -1.1918 4.2384 -0.0570
C -2.6150 4.4607 0.4060
C -0.2156 3.9629 0.9089
C -0.6024 3.7422 2.3484
C 1.1471 3.9574 0.5677
C 2.1408 3.7529 1.6857
H 3.1710 5.3575 -1.5038
H 3.2337 3.6753 -2.0124
H 3.6805 4.1143 -0.3827
H 0.9483 3.6560 -3.7620
H 1.9456 5.0086 -3.2709
H 0.2685 5.2711 -3.6944
H -1.7081 5.7175 -2.8504
H -2.8449 4.5668 -2.1875
H -1.6540 4.0406 -3.3617
H -3.1066 3.5324 0.7079
H -3.2295 4.9368 -0.3516
H -2.6255 5.1184 1.2744
H -0.3629 4.6201 2.9557
H -0.0660 2.8901 2.7616
H -1.6632 3.5392 2.4622
H 1.9577 2.8026 2.1906
H 2.0328 4.5374 2.4378
H 3.1727 3.7627 1.3536
N 0.9312 -1.7117 0.4346
C 1.6973 -1.2231 1.5787
C 2.2677 -2.3051 2.5086
C 1.3845 -3.5149 2.8316
C 0.0543 -3.1804 3.5020
N 0.2196 -2.2384 4.5984
C 0.5382 -2.5316 5.8325
N 0.6193 -3.7946 6.2766
N 0.7635 -1.5290 6.6991
C 0.9147 -0.0571 2.2413
O 0.7497 -0.0035 3.4807
O 0.5031 0.8100 1.4310
H 0.3288 -2.4881 0.6873
H 1.5208 -2.0185 -0.3320
H 2.5638 -0.7002 1.1599
H 2.5898 -1.8203 3.4329
H 3.1746 -2.6957 2.0422
H 1.9630 -4.1837 3.4753
H 1.1718 -4.0882 1.9251
H -0.4691 -4.0793 3.8359
H -0.6188 -2.6894 2.7974
H 0.4011 -1.2587 4.2398
H 0.4856 -4.5661 5.6495
H 0.7389 -3.9958 7.2527
H 0.7638 -0.5827 6.3553
H 1.1828 -1.7025 7.5945
N -1.8617 -2.8001 -0.6592
C -2.5542 -2.8244 0.5472
C -3.1828 -3.9919 0.9868
C -3.7980 -3.9500 2.2199
C -3.7745 -2.7724 2.9661
C -3.1238 -1.6783 2.4336
N -2.5151 -1.6982 1.2431
H -1.9932 -3.4947 -1.3815
H -0.9615 -1.0876 -0.4145
H -3.1864 -4.8853 0.3763
H -4.3055 -4.8281 2.5976
H -4.2606 -2.7071 3.9287
H -3.0724 -0.7375 2.9694
*
```